No. 1
5 unconnected molecules or ions with the total composition C60H39ClNO12P at a distorted geometry, computed with ωB97M-V/def2-TZVPD.

Geometry (Å):
O  3.98732  4.01528  0.70345
C  3.25189  4.27744  -0.19533
N  1.94658  4.78148  -0.06677
P  0.73059  4.01277  0.91792
O  0.80048  2.50570  0.25490
Cl  1.71700  3.64353  2.67570
O  3.61156  4.19333  -1.51489
C  3.72914  2.85019  -2.00658
C  2.73080  2.59437  -3.11945
C  3.17154  1.79310  -4.26930
O  2.28130  1.28046  -3.19257
H  1.54583  4.80623  -1.00173
H  0.88283  1.82633  0.93484
H  3.50775  2.13797  -1.21156
H  4.74684  2.72002  -2.36845
H  2.04374  3.41379  -3.31370
H  4.14661  1.32725  -4.21379
H  2.56621  1.69025  -5.15733
C  -1.30236  -6.33562  -6.25546
C  -0.62625  -5.38351  -7.00999
C  0.09759  -4.38488  -6.38237
C  0.14137  -4.32651  -4.99440
C  -0.55190  -5.27234  -4.23693
C  -1.26674  -6.28019  -4.87324
C  -0.55515  -5.21605  -2.74696
O  -1.14995  -6.04172  -2.08772
C  0.19512  -4.10355  -2.09466
C  0.17032  -3.99762  -0.70975
C  0.86811  -2.97968  -0.08210
C  1.59795  -2.06706  -0.83571
C  1.62447  -2.16575  -2.21623
C  0.91886  -3.17958  -2.85116
C  0.94048  -3.24999  -4.34150
O  1.58330  -2.45866  -4.99827
H  -1.86467  -7.11485  -6.75208
H  -0.66890  -5.42504  -8.09021
H  0.63322  -3.64036  -6.95506
H  -1.79215  -7.00956  -4.27237
H  -0.39958  -4.71730  -0.13851
H  0.84438  -2.89697  0.99673
H  2.14745  -1.27327  -0.34620
H  2.18475  -1.45425  -2.80728
C  -3.93624  -3.19219  -13.05570
C  -3.01833  -3.21651  -12.01120
C  -3.27908  -3.96177  -10.87433
C  -4.46383  -4.68059  -10.77272
C  -5.39273  -4.64205  -11.81385
C  -5.12057  -3.90208  -12.95782
C  -6.69028  -5.37255  -11.71794
O  -7.49336  -5.34613  -12.62500
C  -6.96670  -6.13048  -10.46307
C  -8.18704  -6.77982  -10.32452
C  -8.46044  -7.49799  -9.17312
C  -7.51418  -7.57669  -8.15704
C  -6.29786  -6.92914  -8.28831
C  -6.02171  -6.19905  -9.43783
C  -4.71495  -5.48940  -9.54542
O  -3.88559  -5.56467  -8.66369
H  -3.72704  -2.61415  -13.94609
H  -2.09792  -2.65265  -12.08647
H  -2.57402  -3.99350  -10.05506
H  -5.84612  -3.88942  -13.75933
H  -8.91129  -6.71234  -11.12446
H  -9.41298  -7.99964  -9.06498
H  -7.72899  -8.14257  -7.26022
H  -5.55376  -6.97741  -7.50528
C  2.58328  -3.32224  9.25368
C  1.27747  -2.84429  9.26957
C  0.96214  -1.66214  8.62199
C  1.95424  -0.94780  7.96124
C  3.26841  -1.41905  7.95962
C  3.57664  -2.61188  8.60152
C  4.36303  -0.65406  7.29237
O  5.50206  -1.06793  7.28688
C  4.00529  0.63847  6.64075
C  5.00915  1.39943  6.05502
C  4.69654  2.59914  5.43730
C  3.37848  3.03969  5.39426
C  2.37389  2.28412  5.97387
C  2.68294  1.08763  6.60730
C  1.58836  0.31482  7.25759
O  0.43899  0.70513  7.22735
H  2.82565  -4.24998  9.75500
H  0.50508  -3.39727  9.78760
H  -0.04950  -1.28033  8.62038
H  4.59735  -2.96812  8.58432
H  6.02877  1.04158  6.09281
H  5.47897  3.19287  4.98371
H  3.14284  3.97916  4.91527
H  1.34588  2.61898  5.94498
C  0.86947  3.88673  8.85486
C  1.75973  4.44928  9.76286
C  1.95261  5.82023  9.78860
C  1.26557  6.63395  8.89598
C  0.38654  6.06625  7.97099
C  0.18465  4.69185  7.96114
C  -0.33412  6.90865  6.97335
O  -1.10099  6.41784  6.17299
C  -0.07161  8.37737  6.98895
C  -0.69171  9.18126  6.04038
C  -0.47171  10.54781  6.04300
C  0.36368  11.11910  6.99692
C  0.98695  10.32257  7.94198
C  0.77727  8.94905  7.93809
C  1.48144  8.10842  8.95028
O  2.20636  8.60751  9.78385
H  0.71393  2.81545  8.83502
H  2.30392  3.81540  10.45076
H  2.63674  6.27415  10.49223
H  -0.50539  4.26485  7.24583
H  -1.34129  8.72252  5.30780
H  -0.95237  11.17212  5.30136
H  0.52973  12.18833  6.99992
H  1.64188  10.75100  8.68800

Cartesian forces (eV/Å) of the 6 atoms listed first:
O 0.04 -0.21 0.11
C -0.08 0.30 -0.03
N 0.07 -0.71 0.02
P -0.03 0.17 -0.36
O 0.08 0.13 0.29
Cl -0.03 0.07 -0.02

Values from the calculation:
- multiplicity = 1
- SMILES = O=C1c2ccccc2C(=O)c2ccccc21.O=C1c2ccccc2C(=O)c2ccccc21.O=C1c2ccccc2C(=O)c2ccccc21.O=C1c2ccccc2C(=O)c2ccccc21.O=C(NP(O)Cl)OC[C@H]1CO1
- charge = 0

These are the Mulliken partial charges, in e, on atoms 1 to 5: atom 1 (O): -0.479, atom 2 (C): 0.517, atom 3 (N): -0.274, atom 4 (P): 0.102, atom 5 (O): -0.355

No. 2
A molecular structure, C60H40AsCl5N4O2PTi at a distorted geometry, computed with ωB97M-V/def2-TZVPD.

Geometry (Å):
Ti  0.93775  1.84826  -0.04197
C  2.53134  5.97896  3.69423
C  3.26203  4.96669  3.08710
C  2.61447  3.90493  2.47465
C  1.22688  3.85960  2.44703
C  0.49218  4.85320  3.08214
C  1.14374  5.90778  3.70155
N  0.56052  2.85626  1.69574
C  -0.49529  2.23448  2.18964
C  -0.60306  2.02653  3.62603
C  -1.70430  1.68667  4.30253
C  -3.08202  0.45422  2.57437
C  -2.55845  1.04541  1.29941
C  -1.44055  1.77119  1.15299
N  -0.92295  2.13554  -0.10901
N  -1.71504  2.30952  -1.19249
C  -0.92690  2.55742  -2.21366
C  -1.48832  3.08940  -3.42432
C  -0.67702  3.43146  -4.44512
C  0.72755  3.21275  -4.31817
C  1.20992  2.70066  -3.16316
N  0.44025  2.38750  -2.06783
H  3.03674  6.81993  4.15087
H  4.34430  5.00020  3.08607
H  3.17797  3.09755  2.02547
H  -0.58956  4.81379  3.05765
H  0.56020  6.68392  4.18010
H  0.32228  2.17748  4.16890
H  -1.61663  1.52522  5.37140
H  -4.13906  0.22386  2.42228
H  -3.10210  0.86614  0.37774
H  -2.56157  3.21725  -3.45575
H  -1.08289  3.86352  -5.35206
H  1.40816  3.43508  -5.12764
H  2.26902  2.50528  -3.07540
O  2.19299  0.78768  1.49199
C  1.34381  -0.13495  1.37755
O  0.56049  -0.08963  0.36648
C  1.25700  -1.28963  2.31285
C  2.39910  -1.53793  3.06506
C  2.49052  -2.67415  3.85306
C  1.43324  -3.56850  3.86542
C  0.27724  -3.30473  3.13920
C  0.13820  -2.15180  2.37041
P  -1.50714  -1.67089  1.59778
C  -2.33002  -0.82209  2.93784
C  -3.07943  1.53393  3.72750
C  -4.06707  1.25879  4.81149
C  -4.02114  0.11773  5.53322
C  -3.15499  -1.00508  5.34438
C  -2.41841  -1.36152  4.21168
C  -2.26260  -3.35362  1.50404
C  -1.73950  -4.22865  0.54558
C  -2.26527  -5.49707  0.36632
C  -3.35207  -5.91026  1.13123
C  -3.90427  -5.03994  2.05859
C  -3.36394  -3.76914  2.24435
H  3.21922  -0.83462  3.00047
H  3.38050  -2.86437  4.43912
H  1.49816  -4.47717  4.45236
H  -0.54170  -4.01267  3.17885
H  -3.34676  2.48301  3.24794
H  -4.79493  2.02425  5.05321
H  -4.69597  0.05156  6.38467
H  -3.11465  -1.71192  6.16589
H  -1.83639  -2.27074  4.35825
H  -0.91318  -3.90188  -0.07952
H  -1.84025  -6.15705  -0.38028
H  -3.77317  -6.89884  0.99278
H  -4.75868  -5.34813  2.64968
H  -3.79929  -3.09519  2.97275
Cl  3.13537  0.45978  -1.22539
C  3.60638  2.14580  -1.07868
C  2.61834  3.00415  -0.63541
C  2.86950  4.35795  -0.80873
Cl  1.60478  5.49719  -0.45315
C  4.08039  4.83143  -1.30451
Cl  4.34913  6.52537  -1.50903
C  5.08703  3.92529  -1.64957
Cl  6.60866  4.49453  -2.23134
C  4.84416  2.56045  -1.55838
Cl  6.03135  1.41039  -2.05120
C  -3.70868  -4.03402  -2.64309
C  -2.52909  -4.31096  -3.32626
C  -1.48463  -3.39909  -3.30809
C  -1.61167  -2.20335  -2.60740
C  -2.79670  -1.92740  -1.93252
C  -3.84494  -2.84141  -1.94948
As  -0.18942  -0.86955  -2.47686
C  1.38390  -2.00902  -2.48292
C  1.86265  -2.75895  -1.41612
C  3.07816  -3.42048  -1.53555
C  3.81997  -3.30430  -2.70764
C  3.34704  -2.54607  -3.77014
C  2.12056  -1.89882  -3.66562
C  1.45766  -1.09635  -4.72429
C  1.98009  -0.81328  -5.98244
C  1.21493  -0.10811  -6.90064
C  -0.07406  0.30183  -6.57406
C  -0.58459  0.05269  -5.30786
C  0.18250  -0.63207  -4.37882
H  -4.51972  -4.75176  -2.65046
H  -2.42363  -5.24180  -3.87066
H  -0.56340  -3.61935  -3.83680
H  -2.88675  -1.00066  -1.37719
H  -4.75670  -2.62824  -1.40555
H  1.29825  -2.81735  -0.49071
H  3.45313  -4.01475  -0.71167
H  4.77600  -3.80591  -2.79125
H  3.93972  -2.45678  -4.67289
H  2.98204  -1.13196  -6.24503
H  1.62448  0.12349  -7.87615
H  -0.67317  0.83336  -7.30339
H  -1.57828  0.39566  -5.04654

Cartesian forces (eV/Å) of the 6 atoms listed first:
Ti 0.11 0.20 -0.96
C -0.05 -0.02 -0.03
C -0.03 -0.02 0.01
C 0.18 -0.07 0.07
C 0.36 -0.62 -0.02
C -0.09 0.14 -0.04

Values from the calculation:
- energy relative to the best compared isomer or geometry (same formula, charge and spin) (kcal/mol) = 96.4
- multiplicity = 1
- charge = -1

These are the Mulliken partial charges, in e, on atoms 1 to 5: atom 1 (Ti): -2.355, atom 2 (C): -0.528, atom 3 (C): -0.842, atom 4 (C): -0.028, atom 5 (C): -0.751

Total energy in Ha, matching the order above: -4069.1267; -8407.5817